The following is a DFT calculation (ωB97M-V/def2-TZVPD) of 2 unconnected molecules or ions with the total composition CHClS3.

CARTESIAN COORDINATES (ANGSTROEM)
C  -1.239  1.143  -0.341
S  -1.021  2.681  -0.651
S  -1.301  -0.421  0.214
S  1.255  -1.841  -0.521
Cl  2.238  -0.891  0.900
H  0.068  -0.671  0.399

Calculated values
F_max	1.700	eV/A
E	-1693.3095	Eh
highest occupied orbital energy (alpha / beta)	-0.262 / -0.354	hartree
spin multiplicity	3

---

The following is a DFT calculation (ωB97M-V/def2-TZVPD) of a molecular structure, CHCoF3MgNO3S2.

CARTESIAN COORDINATES (ANGSTROEM)
Mg  3.563  0.252  2.742
N  1.411  0.460  0.172
S  2.797  1.530  0.065
O  3.921  0.811  0.980
S  0.684  0.555  1.511
O  1.528  0.214  2.799
O  -0.465  -0.395  1.679
C  0.000  2.291  1.969
F  0.864  2.928  2.723
F  -0.213  2.951  0.858
F  -1.127  2.118  2.621
Co  0.202  -1.198  3.302
H  -1.024  -1.594  -0.942

Calculated values
total charge	+2
F_max	3.464	eV/A
ΔE to the lowest compared entry with this formula, charge and spin	0.002	eV
E	-2997.1493	Eh
highest occupied orbital energy (alpha / beta)	-0.593 / -0.604	hartree
spin multiplicity	5

---

The following is a DFT calculation (ωB97M-V/def2-TZVPD) of a molecular structure, CHCuLiO3.

CARTESIAN COORDINATES (ANGSTROEM)
O  1.057  0.621  -0.475
H  2.826  -0.584  -0.934
C  1.089  -0.579  -0.136
O  2.199  -1.243  -0.579
O  -2.621  0.695  0.210
Cu  -3.603  0.729  2.063
Li  -0.947  0.362  -0.149

Calculated values
total charge	-1
F_max	3.352	eV/A
ΔE to the lowest compared entry with this formula, charge and spin	1.496	eV
E	-1912.4018	Eh
highest occupied orbital energy (alpha / beta)	-0.127 / -0.127	hartree

---

The following is a DFT calculation (ωB97M-V/def2-TZVPD) of 2 unconnected molecules or ions with the total composition CHF2IO.

CARTESIAN COORDINATES (ANGSTROEM)
C  0.389  0.136  -0.157
O  0.297  -1.192  0.105
F  0.995  0.468  -1.229
F  0.993  0.927  0.742
I  -2.506  1.114  -0.301
H  -0.167  -1.453  0.839

Calculated values
F_max	5.464	eV/A
ΔE to the lowest compared entry with this formula, charge and spin	2.077	eV
E	-611.2966	Eh
highest occupied orbital energy (alpha / beta)	-0.353 / -0.346	hartree